# 1
# C78H134N11O27

A 16-piece molecular cluster, C78H134N11O27 overall (ωB97M-V with the def2-TZVPD basis set, the OMol25 dataset).

Calculated values
DFT total energy: -154710.38146 eV
charge: +3
molar mass: 1657.98 g mol⁻¹
max |F|: 3.630 eV/Å

Element x y z (Å)
C (1.899, -0.008, -7.349)
C (1.092, 1.039, -6.616)
C (-0.334, 0.615, -6.238)
C (-0.281, -0.357, -5.081)
N (-1.610, -0.955, -4.762)
C (-2.883, -0.048, -4.697)
C (-2.702, 0.789, -3.457)
C (-1.900, -0.113, -2.504)
C (-1.542, -1.367, -3.289)
C (-2.037, -2.135, -5.588)
C (-1.008, -3.244, -5.666)
C (-1.591, -4.558, -6.291)
H (1.418, -0.475, -8.210)
H (2.081, -0.849, -6.658)
H (2.924, 0.278, -7.577)
H (1.062, 1.988, -7.154)
H (1.600, 1.280, -5.672)
H (-0.731, 0.130, -7.140)
H (-0.962, 1.466, -5.979)
H (0.026, 0.135, -4.161)
H (0.418, -1.164, -5.276)
H (-3.673, -0.783, -4.609)
H (-2.840, 0.413, -5.682)
H (-3.640, 1.091, -2.995)
H (-2.218, 1.727, -3.731)
H (-2.464, -0.423, -1.633)
H (-1.068, 0.490, -2.136)
H (-2.286, -2.135, -3.078)
H (-0.494, -1.666, -3.217)
H (-2.281, -1.739, -6.575)
H (-2.910, -2.585, -5.118)
H (-0.561, -3.478, -4.692)
H (-0.140, -2.997, -6.291)
H (-2.622, -4.661, -5.958)
H (-1.035, -5.399, -5.885)
H (-1.443, -4.449, -7.361)
C (4.382, -2.444, -6.977)
C (4.422, -3.963, -6.951)
C (3.068, -4.596, -6.643)
C (3.116, -5.923, -5.914)
N (1.824, -6.552, -5.591)
C (1.116, -5.633, -4.567)
C (0.168, -6.551, -3.864)
C (0.897, -7.895, -3.778)
C (2.044, -7.819, -4.770)
C (0.921, -6.822, -6.742)
C (1.509, -7.669, -7.849)
C (0.540, -7.904, -9.000)
H (5.337, -2.022, -7.304)
H (4.093, -2.015, -6.019)
H (3.720, -2.044, -7.755)
H (5.164, -4.276, -6.205)
H (4.777, -4.371, -7.900)
H (2.530, -4.761, -7.589)
H (2.373, -3.902, -6.149)
H (3.705, -5.895, -4.996)
H (3.703, -6.590, -6.556)
H (0.711, -4.834, -5.182)
H (1.924, -5.246, -3.951)
H (-0.791, -6.586, -4.384)
H (-0.144, -6.213, -2.875)
H (0.135, -8.641, -4.003)
H (1.288, -8.094, -2.785)
H (2.078, -8.631, -5.486)
H (2.988, -7.707, -4.249)
H (0.538, -5.844, -7.048)
H (0.015, -7.265, -6.321)
H (1.727, -8.645, -7.415)
H (2.423, -7.181, -8.179)
H (1.160, -8.098, -9.875)
H (-0.117, -7.057, -9.197)
H (-0.101, -8.780, -8.916)
C (4.724, -1.845, -1.117)
C (5.759, -1.943, -0.020)
C (5.102, -2.018, 1.353)
O (4.233, -0.955, 1.482)
C (3.298, -1.083, 2.544)
N (6.502, -3.271, -0.165)
H (6.852, -3.417, -1.117)
H (7.248, -3.275, 0.534)
H (5.858, -4.070, -0.024)
H (5.215, -1.794, -2.098)
H (4.141, -0.929, -1.113)
H (4.113, -2.747, -1.111)
H (6.573, -1.225, -0.091)
H (5.888, -1.938, 2.122)
H (4.582, -2.980, 1.485)
H (2.771, -2.039, 2.452)
H (2.606, -0.249, 2.567)
H (3.839, -1.144, 3.498)
C (-3.894, 7.454, 0.609)
C (-2.956, 8.206, 1.521)
C (-3.618, 8.754, 2.799)
O (-4.618, 9.701, 2.467)
C (-4.101, 10.962, 2.177)
N (-1.896, 7.264, 2.031)
H (-1.551, 6.467, 1.443)
H (-1.102, 7.840, 2.306)
H (-2.257, 6.797, 2.888)
H (-4.332, 6.593, 1.114)
H (-3.452, 7.222, -0.359)
H (-4.722, 8.112, 0.327)
H (-2.503, 9.033, 0.975)
H (-2.824, 9.228, 3.391)
H (-4.161, 7.945, 3.292)
H (-3.354, 11.461, 2.807)
H (-4.949, 11.651, 2.209)
H (-3.743, 11.042, 1.142)
C (2.638, 6.222, -1.200)
C (3.071, 7.620, -0.799)
C (3.255, 7.843, 0.672)
O (4.308, 7.048, 1.142)
C (4.473, 7.121, 2.545)
N (4.326, 7.955, -1.567)
H (4.154, 7.701, -2.551)
H (4.578, 8.948, -1.513)
H (5.142, 7.378, -1.313)
H (3.377, 5.482, -0.865)
H (2.381, 6.174, -2.257)
H (1.763, 5.827, -0.669)
H (2.265, 8.260, -1.166)
H (2.319, 7.630, 1.199)
H (3.506, 8.901, 0.851)
H (4.495, 8.152, 2.922)
H (5.487, 6.775, 2.745)
H (3.732, 6.511, 3.063)
C (-5.758, -0.433, 3.398)
N (-4.935, -1.674, 3.209)
C (-4.100, -2.141, 4.163)
C (-3.303, -3.241, 3.872)
C (-3.194, -3.703, 2.575)
C (-4.074, -3.150, 1.618)
C (-4.973, -2.214, 2.000)
C (-2.334, -4.789, 2.081)
C (-0.995, -4.989, 2.421)
C (-0.310, -6.057, 1.906)
N (-0.906, -6.882, 0.987)
C (-2.172, -6.731, 0.658)
C (-2.907, -5.726, 1.223)
C (-0.084, -7.782, 0.169)
H (-5.464, -0.022, 4.339)
H (-6.806, -0.715, 3.428)
H (-5.470, 0.269, 2.615)
H (-4.084, -1.708, 5.152)
H (-2.638, -3.737, 4.572)
H (-4.066, -3.559, 0.609)
H (-5.660, -1.866, 1.244)
H (-0.570, -4.236, 3.089)
H (0.719, -6.343, 2.061)
H (-2.624, -7.382, -0.074)
H (-3.929, -5.611, 0.879)
H (-0.133, -7.424, -0.853)
H (-0.276, -8.845, 0.298)
H (0.953, -7.695, 0.494)
C (-0.022, -4.273, -1.430)
N (0.008, -3.027, -0.663)
C (-1.153, -2.463, -0.301)
C (-1.176, -1.255, 0.357)
C (0.054, -0.628, 0.582)
C (1.190, -1.142, 0.006)
C (1.158, -2.346, -0.622)
C (0.185, 0.673, 1.251)
C (-0.348, 0.814, 2.507)
C (-0.126, 1.984, 3.178)
N (0.469, 3.008, 2.490)
C (0.941, 2.902, 1.234)
C (0.770, 1.713, 0.550)
C (0.601, 4.313, 3.157)
H (0.997, -4.567, -1.657)
H (-0.397, -3.982, -2.416)
H (-0.697, -4.989, -0.983)
H (-2.007, -3.091, -0.571)
H (-2.080, -0.712, 0.630)
H (2.168, -0.682, 0.065)
H (2.002, -2.950, -0.915)
H (-0.874, 0.015, 3.009)
H (-0.492, 2.280, 4.152)
H (1.253, 3.785, 0.693)
H (1.109, 1.579, -0.469)
H (-0.083, 5.016, 2.699)
H (1.653, 4.596, 3.138)
H (0.352, 4.196, 4.211)
C (-0.993, 9.295, 9.230)
N (-0.880, 7.825, 9.026)
C (0.113, 7.347, 8.273)
C (0.167, 5.996, 8.023)
C (-0.702, 5.126, 8.650)
C (-1.728, 5.687, 9.411)
C (-1.803, 7.038, 9.593)
C (-0.667, 3.673, 8.486)
C (-1.125, 2.815, 9.474)
C (-1.126, 1.457, 9.204)
N (-0.569, 0.959, 8.124)
C (-0.108, 1.745, 7.143)
C (-0.168, 3.116, 7.322)
C (-0.496, -0.510, 7.925)
H (-0.074, 9.718, 8.849)
H (-1.139, 9.590, 10.266)
H (-1.902, 9.610, 8.720)
H (0.845, 8.025, 7.869)
H (0.991, 5.623, 7.432)
H (-2.526, 5.064, 9.790)
H (-2.623, 7.482, 10.137)
H (-1.576, 3.092, 10.417)
H (-1.441, 0.758, 9.964)
H (0.384, 1.315, 6.284)
H (0.186, 3.811, 6.577)
H (-0.393, -0.737, 6.874)
H (-1.486, -0.855, 8.238)
H (0.306, -0.883, 8.550)
O (1.259, -1.045, 5.188)
C (0.572, -2.157, 4.611)
O (0.327, -1.997, 3.357)
O (0.313, -3.158, 5.274)
H (1.268, -0.551, 4.330)
O (3.365, -0.795, -3.778)
C (2.116, -1.244, -3.220)
O (1.862, -2.477, -3.492)
O (1.407, -0.394, -2.635)
H (3.528, -1.740, -4.046)
O (-2.592, 1.057, 6.300)
C (-3.570, 1.252, 7.306)
O (-4.512, 1.986, 7.014)
O (-3.405, 0.583, 8.373)
H (-2.911, 1.715, 5.600)
O (-2.572, 2.288, 0.384)
C (-3.526, 2.170, 1.424)
O (-4.276, 3.164, 1.632)
O (-3.525, 1.174, 2.209)
H (-2.907, 3.217, 0.219)
O (-2.624, 3.173, 4.408)
C (-2.481, 4.535, 4.680)
O (-1.740, 4.833, 5.696)
O (-3.073, 5.375, 3.928)
H (-3.255, 3.225, 3.635)
O (-1.997, 4.629, -1.748)
C (-0.878, 4.786, -0.952)
O (-0.812, 5.581, 0.037)
O (0.183, 4.201, -1.465)
H (-1.189, 4.220, -2.302)
O (-4.138, -4.663, -3.840)
C (-3.572, -4.775, -2.561)
O (-2.704, -5.641, -2.332)
O (-4.015, -3.929, -1.682)
H (-4.646, -3.836, -3.727)
O (4.399, -5.150, -0.884)
C (3.057, -5.570, -0.534)
O (2.689, -6.588, -1.202)
O (2.421, -5.014, 0.389)
H (4.278, -5.745, -1.708)

Atom charges from the Mulliken analysis, given in e for atoms 1 to 8: -0.741, -0.914, -0.898, 0.844, 0.909, -0.908, -0.685, -0.240

# 2
# C10H29AgO5S4

C10H29AgO5S4 as an isolated structure (ωB97M-V with the def2-TZVPD basis set, the OMol25 dataset).

Calculated values
DFT total energy: -68408.79602 eV
molar mass: 465.47 g mol⁻¹
max |F|: 4.063 eV/Å

Element x y z (Å)
Ag (2.145, -2.923, 1.534)
C (-0.487, -1.022, 2.155)
C (-0.326, -1.158, 0.681)
O (1.002, -1.095, 0.232)
H (-0.230, -0.012, 2.476)
H (0.197, -1.586, 2.789)
H (-1.506, -1.330, 2.391)
H (-0.777, -0.356, 0.097)
H (-0.806, -2.129, 0.560)
C (3.651, 0.540, 2.369)
S (4.664, -0.451, 1.179)
O (4.399, 0.398, -0.051)
C (6.412, -0.153, 1.786)
H (2.581, 0.500, 2.163)
H (3.911, 1.578, 2.165)
H (3.900, 0.286, 3.399)
H (6.690, -0.913, 2.515)
H (6.385, 0.837, 2.241)
H (7.162, -0.215, 0.997)
C (-1.692, 0.960, -4.558)
S (-1.253, -0.530, -3.563)
O (0.095, -0.263, -2.819)
C (-2.484, -0.435, -2.283)
H (-0.972, 1.148, -5.354)
H (-1.663, 1.818, -3.886)
H (-2.701, 0.867, -4.960)
H (-3.414, 0.037, -2.601)
H (-2.100, 0.251, -1.529)
H (-2.817, -1.349, -1.789)
C (1.576, 4.341, -1.428)
S (0.622, 2.743, -1.236)
O (1.611, 1.660, -1.732)
C (0.752, 2.766, 0.573)
H (1.259, 5.081, -0.693)
H (1.326, 4.658, -2.440)
H (2.663, 4.307, -1.500)
H (0.472, 3.687, 1.084)
H (1.767, 2.544, 0.902)
H (0.124, 1.996, 1.022)
C (-3.637, -3.965, 0.338)
S (-4.933, -3.114, 1.172)
O (-6.118, -3.158, 0.293)
C (-4.460, -1.370, 1.201)
H (-3.510, -3.650, -0.698)
H (-3.644, -5.052, 0.412)
H (-2.713, -3.768, 0.880)
H (-3.637, -1.228, 1.903)
H (-5.232, -0.644, 1.456)
H (-4.256, -1.139, 0.156)

Atom charges from the natural (NBO) analysis, given in e for atoms 1 to 8: 0.700, -0.621, -0.089, -0.837, 0.196, 0.174, 0.188, 0.168

HOMO level across the listed records, respectively: -11.27; -7.85 eV.